Below is the molecule C25H26F3N3O3S, with properties calculated with the ωB97M-V functional and the def2-TZVPD basis.

Properties
LUMO, eV: -0.328
Orbital gap, eV: 7.992
Structure (SMILES): O=C(CN1C(=O)/C(=C/c2ccc(C(F)(F)F)cc2)Sc2ccccc21)NCCCN1CCOCC1
HOMO, eV: -8.32

```
61
Properties=species:S:1:pos:R:3:nbo_charge:R:1
O -5.62 -0.03 -0.18 -0.638
C -4.75 -0.04 -1.03 0.666
N -4.29 -1.13 -1.64 -0.621
H -3.49 -1.03 -2.26 0.433
C -4.59 -2.47 -1.18 -0.225
H -4.97 -3.06 -2.02 0.200
H -5.37 -2.38 -0.43 0.229
C -3.34 -3.13 -0.61 -0.415
C -2.82 -2.40 0.63 -0.213
N -1.41 -2.65 0.84 -0.437
C -1.12 -3.97 1.36 -0.258
C 0.38 -4.23 1.17 -0.062
O 1.12 -3.03 1.11 -0.529
C 0.65 -2.08 2.02 -0.079
C -0.78 -1.63 1.67 -0.244
H -1.35 -1.45 2.60 0.168
H -0.76 -0.70 1.09 0.199
H 1.34 -1.24 1.97 0.203
H 0.68 -2.50 3.04 0.162
H 0.58 -4.74 0.23 0.188
H 0.76 -4.86 2.00 0.164
H -1.40 -4.05 2.43 0.161
H -1.69 -4.71 0.81 0.210
H -2.93 -1.32 0.47 0.198
H -3.43 -2.66 1.51 0.172
H -2.55 -3.12 -1.36 0.212
H -3.57 -4.17 -0.37 0.206
C -4.05 1.25 -1.50 -0.313
N -2.74 1.39 -0.89 -0.432
C -1.70 0.78 -1.53 0.665
O -1.90 0.05 -2.49 -0.641
C -0.32 1.01 -1.06 -0.280
C 0.62 0.09 -1.35 -0.127
C 2.04 0.16 -1.05 -0.094
C 2.75 1.36 -1.08 -0.176
C 4.10 1.38 -0.76 -0.188
C 4.75 0.20 -0.43 -0.140
C 4.05 -1.00 -0.41 -0.191
C 2.71 -1.03 -0.74 -0.129
H 2.17 -1.96 -0.70 0.236
H 4.56 -1.92 -0.15 0.231
C 6.20 0.23 -0.04 0.972
F 6.85 -0.90 -0.38 -0.323
F 6.87 1.24 -0.60 -0.323
F 6.36 0.36 1.29 -0.327
H 4.65 2.31 -0.79 0.232
H 2.27 2.27 -1.38 0.218
H 0.27 -0.82 -1.83 0.245
S 0.03 2.53 -0.24 0.330
C -1.44 2.67 0.73 -0.227
C -1.37 3.39 1.91 -0.198
C -2.48 3.51 2.72 -0.213
C -3.66 2.88 2.36 -0.199
C -3.74 2.16 1.19 -0.254
C -2.64 2.06 0.34 0.202
H -4.66 1.65 0.94 0.255
H -4.52 2.94 3.00 0.220
H -2.42 4.08 3.64 0.219
H -0.43 3.86 2.17 0.222
H -4.66 2.12 -1.24 0.234
H -3.91 1.21 -2.59 0.244
```

***

Below is the ion C4H11N2O with charge +1 at a distorted geometry, with properties calculated with the ωB97M-V functional and the def2-TZVPD basis.

Properties
LUMO, eV: -3.259
Orbital gap, eV: 10.794
Total charge: +1
Structure (SMILES): CO[C@@]1(C)[NH2+][C@@H]1N
HOMO, eV: -14.05

```
18
Properties=species:S:1:pos:R:3:nbo_charge:R:1
C 1.02 0.84 0.05 0.136
C -0.28 -0.33 0.04 0.447
C 0.25 -1.73 0.31 -0.708
C -2.36 0.81 0.44 -0.270
N 2.30 0.34 0.12 -0.818
N 0.31 0.50 -1.19 -0.643
O -1.64 -0.38 0.10 -0.477
H 0.92 1.65 0.63 0.241
H -0.56 -2.32 0.83 0.285
H 0.98 -1.72 1.10 0.253
H 0.65 -2.32 -0.55 0.241
H -2.71 0.74 1.59 0.218
H -1.65 1.66 0.42 0.168
H -3.23 1.01 -0.15 0.223
H 3.08 0.97 -0.12 0.422
H 2.42 -0.60 -0.36 0.385
H -0.35 1.02 -1.77 0.455
H 0.95 -0.04 -1.92 0.440
```

***

Below is a cluster of 10 separate species, C29H87N9O12PS in total at a distorted geometry, with properties calculated with the ωB97M-V functional and the def2-TZVPD basis.

Properties
LUMO, eV: -1.698
Orbital gap, eV: 8.768
Total charge: +1
HOMO, eV: -10.47

```
139
Properties=species:S:1:pos:R:3:lowdin_charge:R:1
C -1.61 0.24 -5.98 -0.086
C -1.37 -0.45 -4.63 -0.254
C -1.62 0.48 -3.43 -0.224
C -2.62 -0.01 -2.36 -0.274
C -3.93 -0.32 -3.13 -0.028
C -2.25 -1.17 -1.42 -0.223
N -3.25 -1.39 -0.36 -0.055
C -4.43 -2.15 -0.76 -0.173
C -5.10 -3.00 0.30 -0.195
C -6.36 -3.66 -0.28 -0.214
S -6.29 -5.43 -0.14 0.574
O -7.08 -5.83 0.97 -0.251
O -4.94 -5.85 -0.28 -0.280
O -7.05 -5.90 -1.46 -0.142
C -3.52 -0.19 0.42 -0.340
N -4.13 -0.42 1.70 0.088
C -2.27 0.71 0.62 -0.032
N -0.91 0.28 0.11 -0.001
C -0.27 1.40 -0.65 -0.093
C 0.17 2.65 0.18 -0.619
N 0.33 2.33 1.60 0.115
N -0.72 3.76 -0.10 0.093
N 1.48 3.07 -0.31 0.110
C -0.93 -1.05 -0.62 -0.356
C -0.74 -2.25 0.37 -0.081
C -1.20 -2.37 1.85 -0.614
N -0.19 -3.23 2.56 0.082
N -1.28 -1.14 2.57 0.110
N -2.47 -3.05 1.95 0.093
P 0.56 -1.23 -1.84 1.106
C 0.71 -3.02 -2.19 -0.389
C -0.05 -3.52 -3.42 -0.142
C 2.04 -1.01 -0.74 -0.397
C 3.27 -0.67 -1.58 -0.137
H -2.61 0.07 -6.35 0.070
H -1.43 1.30 -5.89 0.066
H -0.91 -0.14 -6.72 0.069
H -0.32 -0.72 -4.60 0.068
H -1.95 -1.36 -4.56 0.095
H -2.08 1.38 -3.81 0.098
H -0.68 0.80 -3.02 0.038
H -2.87 0.87 -1.78 0.117
H -3.97 0.26 -4.04 0.087
H -4.79 -0.04 -2.54 0.058
H -4.02 -1.37 -3.37 0.083
H -2.17 -2.12 -1.95 0.131
H -5.20 -1.51 -1.19 0.092
H -4.13 -2.82 -1.56 0.130
H -4.44 -3.79 0.64 0.074
H -5.40 -2.44 1.17 0.095
H -6.46 -3.44 -1.34 0.100
H -7.27 -3.33 0.19 0.108
H -6.37 -6.14 -2.10 0.098
H -4.25 0.41 -0.12 0.115
H -3.96 -1.37 2.02 0.039
H -5.12 -0.22 1.66 0.072
H -2.16 0.84 1.68 0.097
H -2.49 1.68 0.18 0.114
H -0.34 0.13 0.94 0.112
H -0.95 1.74 -1.40 0.088
H 0.62 1.05 -1.15 0.071
H -0.50 2.53 2.14 0.094
H 1.12 2.84 1.98 0.102
H -1.53 3.77 0.51 0.081
H -0.20 4.61 0.03 0.089
H 2.18 2.38 -0.05 0.057
H 1.47 3.09 -1.32 0.085
H -1.21 -3.08 -0.16 0.117
H 0.31 -2.49 0.39 0.063
H 0.71 -2.75 2.59 0.058
H -0.04 -4.10 2.06 0.074
H -1.77 -1.27 3.44 0.102
H -0.36 -0.76 2.76 0.053
H -2.39 -3.99 1.59 0.094
H -2.71 -3.15 2.93 0.073
H 0.51 -3.68 -1.35 0.074
H 1.78 -3.13 -2.39 0.083
H 0.21 -4.56 -3.56 0.075
H -1.12 -3.47 -3.30 0.055
H 0.26 -3.00 -4.31 0.064
H 2.19 -1.94 -0.20 0.077
H 1.84 -0.25 0.00 0.044
H 2.98 -0.23 -2.53 0.061
H 3.92 0.01 -1.06 0.043
H 3.83 -1.57 -1.82 0.071
C 5.07 3.21 -0.33 -0.124
O 4.29 2.04 -0.05 -0.172
H 4.51 3.83 -1.02 0.078
H 5.24 3.79 0.59 0.064
H 6.03 2.94 -0.78 0.084
H 4.80 1.49 0.56 0.062
C 5.30 7.17 1.37 -0.132
O 4.46 6.01 1.44 -0.144
H 6.33 6.82 1.36 0.086
H 5.11 7.75 0.47 0.081
H 5.15 7.81 2.24 0.079
H 3.55 6.31 1.45 0.085
C -4.79 -3.74 5.20 -0.153
O -4.18 -4.65 4.30 -0.131
H -4.01 -3.35 5.84 0.079
H -5.26 -2.90 4.67 0.071
H -5.54 -4.23 5.82 0.080
H -4.86 -5.01 3.73 0.074
C 2.95 -0.27 2.98 -0.121
O 1.56 -0.14 2.65 -0.174
H 3.06 -1.16 3.60 0.088
H 3.56 -0.38 2.08 0.064
H 3.29 0.60 3.54 0.083
H 1.46 0.65 2.09 0.018
C 0.19 4.19 -4.12 -0.132
O -0.67 3.44 -3.27 -0.148
H 0.29 3.62 -5.04 0.078
H -0.24 5.17 -4.36 0.081
H 1.18 4.33 -3.68 0.072
H -0.78 3.92 -2.44 0.043
C -7.08 1.95 -1.13 -0.128
O -6.48 0.81 -0.50 -0.146
H -6.66 2.83 -0.66 0.081
H -6.84 1.97 -2.20 0.078
H -8.16 1.96 -1.00 0.081
H -6.85 0.02 -0.91 0.067
C 6.20 6.13 4.94 -0.159
O 4.85 6.26 4.51 -0.132
H 6.23 6.38 6.00 0.078
H 6.57 5.11 4.82 0.074
H 6.87 6.82 4.40 0.074
H 4.82 6.03 3.57 0.023
C 7.51 0.02 2.23 -0.138
O 6.16 0.45 2.46 -0.143
H 7.56 -0.44 1.25 0.065
H 8.21 0.86 2.27 0.082
H 7.80 -0.73 2.97 0.077
H 6.13 0.85 3.33 0.077
C 9.69 -3.40 0.41 -0.147
O 9.40 -2.16 1.05 -0.138
H 8.97 -3.52 -0.40 0.077
H 10.70 -3.40 -0.02 0.078
H 9.59 -4.24 1.09 0.077
H 10.03 -2.05 1.76 0.077
```

***

Below is a structure of composition C32H45CoN2O5PSb2, with properties calculated with the ωB97M-V functional and the def2-TZVPD basis.

Properties
Spin multiplicity: 5
LUMO (alpha / beta), eV: -4.100 / -4.098
Orbital gap (alpha / beta), eV: 5.479 / 5.914
Total charge: +1
Expectation value of S²: 6.013
HOMO (alpha / beta), eV: -9.58 / -10.01

```
88
Properties=species:S:1:pos:R:3:mulliken_spin:R:1
Co -0.71 -0.18 0.49 2.803
O 0.03 -0.62 2.14 0.139
C -0.61 -1.15 3.18 -0.017
C 0.15 -1.64 4.25 0.019
C -0.45 -2.22 5.35 -0.003
C -1.84 -2.31 5.43 0.007
C -2.60 -1.81 4.40 0.004
C -2.03 -1.23 3.26 -0.017
C -2.94 -0.73 2.25 -0.019
N -2.56 -0.20 1.15 0.072
N -3.51 0.22 0.24 0.016
C -2.92 0.55 -0.89 0.000
O -1.63 0.49 -1.07 0.060
C -3.76 1.02 -2.01 0.002
C -3.19 1.80 -3.01 0.007
C -3.96 2.25 -4.07 0.000
C -5.30 1.91 -4.14 0.001
C -5.88 1.13 -3.14 0.000
C -5.11 0.69 -2.07 0.002
H 1.23 -1.55 4.18 -0.001
H 0.16 -2.59 6.16 0.000
H -2.31 -2.77 6.29 0.000
H -3.68 -1.86 4.45 0.000
H -4.01 -0.82 2.42 0.012
H -2.14 2.05 -2.94 0.002
H -3.51 2.86 -4.85 0.000
H -5.90 2.25 -4.97 0.000
H -6.93 0.87 -3.20 0.000
H -5.54 0.10 -1.28 -0.001
C 4.26 -0.97 -0.20 0.002
Sb 2.86 0.39 0.70 0.006
C 1.19 -0.41 -2.15 0.007
C 3.39 1.96 -0.73 0.006
C 3.67 3.21 0.05 0.000
C 4.94 3.38 0.60 -0.001
C 5.25 4.49 1.36 0.001
C 4.28 5.45 1.60 0.000
C 3.01 5.30 1.06 0.000
C 2.68 4.20 0.28 -0.003
C 1.33 4.11 -0.36 0.022
Sb 0.06 2.59 0.58 0.019
C 0.36 3.22 2.60 0.005
C -1.78 3.62 0.29 -0.001
H 5.25 -0.63 0.11 0.000
H 4.18 -0.91 -1.28 -0.001
H 4.12 -1.99 0.14 0.000
H 2.08 0.19 -2.35 -0.002
H 0.30 0.18 -2.37 0.001
H 1.21 -1.63 -0.51 -0.001
H 2.56 2.05 -1.43 -0.001
H 4.27 1.58 -1.24 0.000
H 5.70 2.63 0.40 0.000
H 6.25 4.62 1.76 0.000
H 4.52 6.33 2.19 0.000
H 2.26 6.05 1.24 0.000
H 1.40 3.86 -1.42 -0.001
H 0.75 5.02 -0.25 0.002
H 0.53 4.29 2.62 0.001
H 1.22 2.72 3.05 0.000
H -0.53 2.98 3.17 0.000
H -1.80 4.48 0.96 0.001
H -2.62 2.96 0.52 0.000
H -1.87 3.95 -0.74 0.000
C 2.12 -5.09 0.65 0.001
C 1.46 -3.86 1.24 0.025
O 0.74 -3.15 0.21 0.010
P -0.91 -3.15 0.31 0.783
O 1.15 -0.65 -0.69 -0.092
C 1.19 -1.69 -2.96 -0.005
C 2.49 -2.49 -2.91 -0.001
O -1.15 -2.97 -1.28 0.115
C -2.47 -3.12 -1.87 0.015
C -3.05 -4.50 -1.65 0.008
H 2.66 -5.64 1.42 0.002
H 2.82 -4.81 -0.14 0.002
H 1.36 -5.75 0.22 -0.003
H 2.20 -3.17 1.65 0.003
H 0.78 -4.13 2.05 -0.001
H 0.98 -1.40 -3.99 -0.001
H 0.36 -2.32 -2.62 0.003
H 3.32 -1.93 -3.36 0.000
H 2.39 -3.43 -3.44 0.000
H 2.77 -2.74 -1.88 0.001
H -2.32 -2.92 -2.93 -0.002
H -3.13 -2.34 -1.47 -0.010
H -2.38 -5.26 -2.04 0.003
H -4.01 -4.57 -2.17 -0.001
H -3.22 -4.69 -0.59 -0.003
```

***

Below is the molecule C23H35N3O4, with properties calculated with the ωB97M-V functional and the def2-TZVPD basis.

Properties
LUMO, eV: 0.625
Orbital gap, eV: 8.915
Structure (SMILES): COc1cc(CN2CCNC(=O)[C@@H]2CC(=O)NCCCC2CCCC2)cc(OC)c1
HOMO, eV: -8.29

```
65
Properties=species:S:1:pos:R:3:nbo_charge:R:1
C 5.02 1.32 4.46 -0.252
H 4.09 1.13 5.00 0.175
H 5.11 2.39 4.25 0.179
H 5.87 1.00 5.07 0.200
O 5.09 0.56 3.28 -0.496
C 4.17 0.79 2.30 0.319
C 4.32 0.04 1.13 -0.265
C 3.45 0.21 0.07 -0.011
C 2.42 1.14 0.17 -0.380
C 2.23 1.85 1.34 0.427
C 3.11 1.68 2.41 -0.392
H 2.94 2.27 3.30 0.230
O 1.22 2.74 1.55 -0.510
C 0.23 2.88 0.56 -0.270
H -0.51 3.55 0.98 0.197
H 0.64 3.32 -0.35 0.174
H -0.23 1.92 0.32 0.210
H 1.77 1.30 -0.68 0.227
C 3.58 -0.65 -1.16 -0.233
N 2.60 -1.73 -1.29 -0.435
C 2.70 -2.80 -0.33 -0.226
C 2.12 -2.46 1.05 -0.240
N 0.87 -1.73 0.90 -0.615
C 0.46 -1.05 -0.19 0.693
O -0.53 -0.35 -0.15 -0.672
C 1.23 -1.30 -1.48 -0.155
C 0.43 -2.33 -2.31 -0.480
H 1.12 -2.76 -3.04 0.251
C -0.67 -1.60 -3.07 0.688
O -0.41 -0.72 -3.88 -0.639
N -1.92 -2.03 -2.82 -0.606
C -3.09 -1.44 -3.43 -0.224
C -4.03 -0.82 -2.39 -0.398
C -3.40 0.39 -1.70 -0.419
C -4.27 0.95 -0.58 -0.202
H -5.30 1.04 -0.94 0.193
C -4.24 0.05 0.68 -0.405
C -3.32 0.78 1.66 -0.413
C -3.67 2.24 1.42 -0.398
H -4.64 2.47 1.86 0.191
H -2.93 2.93 1.83 0.203
C -3.75 2.32 -0.11 -0.402
H -2.75 2.49 -0.51 0.198
H -4.39 3.14 -0.44 0.208
H -2.28 0.60 1.38 0.218
H -3.48 0.47 2.69 0.203
H -5.24 -0.03 1.11 0.198
H -3.88 -0.95 0.46 0.202
H -2.43 0.12 -1.29 0.241
H -3.24 1.17 -2.45 0.200
H -4.95 -0.52 -2.90 0.205
H -4.29 -1.58 -1.65 0.188
H -3.62 -2.21 -4.00 0.189
H -2.73 -0.68 -4.12 0.233
H -2.08 -2.68 -2.07 0.391
H 0.02 -3.12 -1.69 0.200
H 1.24 -0.38 -2.07 0.253
H 0.37 -1.52 1.75 0.405
H 2.82 -1.85 1.62 0.207
H 1.92 -3.38 1.61 0.199
H 2.17 -3.66 -0.74 0.197
H 3.75 -3.08 -0.21 0.213
H 3.47 -0.03 -2.06 0.213
H 4.57 -1.12 -1.18 0.205
H 5.14 -0.66 1.08 0.212
```